1.
89
Properties=species:S:1:pos:R:3:lowdin_charge:R:1 method="wB97M-V/def2-TZVPD" total_energy_ev=-77746.8172 charge=-1 relative_energy_ev=3.279 homo_energy_ev=-4.34
Pt -0.07 -0.62 -0.74 0.835
C 4.09 -3.25 -0.27 -0.093
C 4.10 -1.83 -0.83 -0.670
C 5.51 -1.25 -0.74 -0.086
C 3.66 -1.89 -2.30 -0.108
P 2.67 -0.86 -0.03 1.185
C 3.17 0.89 -0.54 -0.283
N 2.00 1.70 -0.72 -0.026
B 0.63 1.27 -0.79 -0.649
N -0.13 2.48 -0.99 -0.036
C -1.55 2.56 -1.18 -0.282
P -2.36 1.02 -0.44 1.165
C -2.92 1.69 1.28 -0.670
C -1.83 2.64 1.79 -0.092
C -4.28 2.37 1.35 -0.095
C -2.95 0.46 2.20 -0.113
C -3.83 0.82 -1.64 -0.679
C -4.83 1.97 -1.78 -0.094
C -4.54 -0.46 -1.19 -0.103
C -3.18 0.55 -3.00 -0.115
C 0.73 3.54 -1.10 -0.170
C 0.51 4.88 -1.37 -0.028
C 1.61 5.72 -1.45 -0.127
C 2.90 5.25 -1.28 -0.126
C 3.14 3.90 -1.02 -0.028
C 2.05 3.05 -0.93 -0.174
C 2.93 -0.74 1.85 -0.667
C 2.02 0.40 2.30 -0.111
C 2.41 -2.03 2.48 -0.093
C 4.36 -0.49 2.34 -0.090
H 4.66 -3.92 -0.92 0.086
H 3.07 -3.63 -0.20 0.056
H 4.55 -3.29 0.72 0.068
H 6.17 -1.84 -1.38 0.084
H 5.91 -1.29 0.27 0.057
H 5.56 -0.22 -1.09 0.066
H 4.33 -2.53 -2.88 0.083
H 3.65 -0.91 -2.75 0.070
H 2.65 -2.30 -2.35 0.081
H 3.71 0.84 -1.49 0.085
H 3.84 1.36 0.20 0.085
H -1.78 2.57 -2.25 0.090
H -1.95 3.47 -0.73 0.085
H -1.99 3.65 1.43 0.077
H -0.84 2.31 1.47 0.068
H -1.84 2.67 2.88 0.086
H -4.35 3.22 0.67 0.070
H -4.45 2.74 2.36 0.085
H -5.07 1.66 1.12 0.065
H -2.01 -0.08 2.13 0.067
H -3.75 -0.22 1.91 0.056
H -3.11 0.75 3.23 0.083
H -5.58 1.94 -0.99 0.059
H -5.35 1.88 -2.73 0.083
H -4.33 2.94 -1.76 0.070
H -4.94 -0.37 -0.18 0.061
H -3.84 -1.29 -1.21 0.073
H -5.37 -0.70 -1.86 0.088
H -2.98 1.47 -3.55 0.070
H -3.85 -0.06 -3.62 0.089
H -2.25 0.00 -2.87 0.037
H -0.49 5.26 -1.53 0.099
H 1.45 6.77 -1.67 0.088
H 3.74 5.92 -1.36 0.089
H 4.15 3.54 -0.91 0.101
H 1.04 0.28 1.84 0.043
H 2.41 1.37 2.02 0.077
H 1.90 0.38 3.38 0.085
H 1.38 -2.20 2.16 0.069
H 2.43 -1.96 3.57 0.085
H 2.99 -2.90 2.17 0.067
H 4.84 0.33 1.82 0.066
H 4.97 -1.38 2.23 0.066
H 4.32 -0.23 3.40 0.083
F -1.05 -1.68 -2.31 -0.655
Cl -5.53 -4.44 1.57 0.620
C -3.84 -4.32 1.15 -0.674
C -3.30 -3.06 0.97 -0.122
C -1.97 -2.93 0.65 -0.035
C -1.17 -4.06 0.52 -0.111
C -1.73 -5.32 0.70 -0.020
C -3.07 -5.46 1.01 -0.111
C 0.33 -3.93 0.22 -0.641
O 1.01 -4.96 0.27 -0.003
O 0.77 -2.77 0.01 -0.237
H -3.94 -2.20 1.08 0.064
H -1.53 -1.94 0.47 0.039
H -1.09 -6.18 0.59 0.112
H -3.52 -6.44 1.13 0.096

=====

2.
13
Properties=species:S:1:pos:R:3:nbo_charge:R:1 method="wB97M-V/def2-TZVPD" total_energy_ev=-22785.2661 charge=0 relative_energy_ev=5.366 homo_energy_ev="-9.20 / -9.20"
C -0.53 -0.26 -0.50 0.273
C -0.36 -1.24 -1.67 -0.685
C 0.77 0.02 0.31 -0.006
N -1.68 0.21 -0.16 -0.600
N 0.85 0.89 1.29 0.367
O -0.31 1.46 1.75 -0.531
O 1.87 1.29 1.84 -0.463
Cl 2.28 -0.73 -0.04 0.065
H -0.37 -0.58 -2.53 0.237
H -1.28 -1.75 -1.65 0.241
H 0.45 -1.94 -1.81 0.243
H -0.07 1.94 2.47 0.495
H -1.62 0.70 0.70 0.363

=====

3.
19
Properties=species:S:1:pos:R:3:nbo_charge:R:1 method="wB97M-V/def2-TZVPD" total_energy_ev=-10379.7078 charge=0 smiles=NCCNCO.O relative_energy_ev=1.842 homo_energy_ev=-9.43
C -0.77 -0.59 -0.25 -0.239
N 0.35 0.36 -0.21 -0.676
C 1.20 0.28 -1.36 0.101
O 2.31 1.17 -1.30 -0.711
C -1.79 -0.28 0.88 -0.240
N -2.49 0.99 0.57 -0.849
H -0.46 -1.68 -0.23 0.196
H -1.23 -0.35 -1.24 0.168
H -0.06 1.29 -0.09 0.362
H 1.62 -0.72 -1.43 0.158
H 0.63 0.54 -2.30 0.131
H 2.33 1.27 -0.33 0.475
H -2.65 -1.04 0.88 0.201
H -1.47 -0.40 1.93 0.218
H -1.94 1.88 0.67 0.350
H -2.82 1.06 -0.42 0.358
H 1.69 -1.02 1.22 0.476
H 2.92 -1.83 1.56 0.463
O 2.65 -0.92 1.45 -0.942

=====

4.
17
Properties=species:S:1:pos:R:3:nbo_charge:R:1 method="wB97M-V/def2-TZVPD" total_energy_ev=-6852.0484 charge=0 smiles=CC(C)N1CC1 relative_energy_ev=1.480 homo_energy_ev=-9.00
C -0.63 -1.32 0.48 -0.644
C 0.38 -0.55 -0.40 -0.049
C 1.83 -0.80 0.04 -0.606
N 0.19 0.91 -0.49 -0.406
C -1.10 1.45 -0.87 -0.258
C -0.57 1.64 0.50 -0.260
H -1.22 -0.63 1.10 0.204
H -1.35 -1.91 -0.09 0.214
H -0.13 -1.99 1.19 0.216
H 0.29 -0.91 -1.44 0.191
H 1.96 -0.63 1.11 0.201
H 2.49 -0.12 -0.50 0.222
H 2.15 -1.83 -0.18 0.207
H -1.93 0.75 -0.97 0.185
H -1.10 2.26 -1.60 0.200
H -0.17 2.59 0.84 0.201
H -1.09 1.08 1.28 0.182